A structure of composition C32H46CaIN6O4SSb at a distorted geometry. Source: the OMol25 dataset; level of theory: the ωB97M-V functional and the def2-TZVPD basis.

Results
**Orbital gap**: 7.547 eV
**Relative energy (zero: lowest compared OMol25 entry of this formula, charge and spin)**: 41.4 kcal per mole
**LUMO**: -4.82 eV
**E_HOMO**: -12.4 eV
**Total charge**: +2

CARTESIAN COORDINATES (ANGSTROEM)
Ca -0.647 0.594 0.536
C -0.914 0.467 -2.743
N 0.138 0.169 -1.778
C 1.466 0.731 -2.021
C 1.853 1.651 -0.900
N 1.140 1.769 0.192
C 1.823 2.658 1.009
C 1.522 3.110 2.290
C 2.407 3.991 2.878
C 3.562 4.416 2.208
C 3.872 3.978 0.935
C 2.983 3.086 0.350
N 2.963 2.425 -0.869
C -2.017 1.275 -2.119
N -1.982 1.752 -0.897
C -3.166 2.467 -0.733
C -3.629 3.218 0.344
C -4.875 3.802 0.230
C -5.642 3.667 -0.934
C -5.181 2.958 -2.026
C -3.931 2.365 -1.905
N -3.158 1.607 -2.768
H -1.340 -0.459 -3.145
H -0.520 1.031 -3.595
H 0.190 -0.835 -1.658
H 1.504 1.274 -2.969
H 2.216 -0.064 -2.087
H 0.623 2.769 2.792
H 2.209 4.365 3.873
H 4.228 5.108 2.705
H 4.764 4.314 0.424
H 3.671 2.498 -1.581
H -3.005 3.367 1.214
H -5.266 4.389 1.050
H -6.605 4.155 -0.989
H -5.769 2.886 -2.931
H -3.400 1.372 -3.717
C -2.794 -1.690 -0.305
O -1.520 -1.334 0.222
C -1.080 -2.221 1.252
C 0.391 -1.939 1.503
O 0.617 -0.620 1.987
C 0.507 -0.524 3.408
H -2.774 -2.711 -0.690
H -3.020 -1.002 -1.118
H -3.575 -1.611 0.457
H -1.194 -3.250 0.918
H -1.666 -2.060 2.165
H 0.929 -2.022 0.554
H 0.797 -2.679 2.197
H 1.172 -1.245 3.887
H -0.517 -0.690 3.747
H 0.831 0.477 3.687
N -4.075 0.840 3.092
C -2.858 1.343 2.900
O -2.066 0.847 2.081
C -2.498 2.531 3.751
I -1.691 1.813 5.620
H -4.383 0.043 2.560
H -4.702 1.213 3.785
H -3.363 3.139 3.995
H -1.721 3.124 3.280
C 1.712 -3.677 -2.553
S -0.003 -3.144 -2.260
O -0.513 -3.930 -1.114
C -0.719 -3.836 -3.757
C -1.426 -5.022 -3.703
C -1.958 -5.533 -4.879
C -1.786 -4.850 -6.075
C -1.090 -3.649 -6.111
C -0.555 -3.131 -4.942
H 1.742 -4.761 -2.634
H 2.311 -3.351 -1.703
H 2.067 -3.213 -3.472
H -1.550 -5.528 -2.754
H -2.504 -6.465 -4.861
H -2.206 -5.251 -6.988
H -0.964 -3.118 -7.045
H -0.005 -2.195 -4.943
C 5.657 0.939 3.360
Sb 4.009 0.028 2.321
C 4.059 -1.686 3.640
C 5.289 -0.900 0.843
H 6.427 0.187 3.528
H 5.312 1.319 4.320
H 6.077 1.763 2.787
H 5.096 -2.000 3.739
H 3.467 -2.515 3.253
H 3.687 -1.400 4.623
H 6.060 -1.478 1.348
H 5.764 -0.135 0.230
H 4.713 -1.567 0.202